53
Properties=species:S:1:pos:R:3 method="wB97M-V/def2-TZVPD" e_tot_ev=-56903.1689 charge=+1 lumo_energy_ev=-4.40 homo_energy_ev=-12.57 multiplicity=1
S -2.334 -5.322 -1.968
F -2.781 -5.951 -0.588
O -2.801 -3.989 -2.032
O -2.796 -6.169 -2.988
O 0.198 -1.441 -0.941
O 1.590 -1.228 0.829
O -2.596 2.968 3.916
O -0.387 -0.147 0.791
O -1.436 3.684 2.138
O -3.594 3.066 1.893
O 1.266 3.702 -1.763
O -0.624 2.475 -1.873
O 1.399 1.472 -1.873
N 0.358 -4.465 -1.635
N 2.169 -7.404 -2.038
N -0.026 -6.619 -2.041
N 1.544 -5.090 -1.667
C -0.533 -5.407 -1.872
C 2.725 1.986 -2.061
C 0.565 2.549 -1.839
C 0.564 -0.954 0.290
C -2.639 3.222 2.581
C 2.619 3.347 -1.429
C -1.038 3.382 5.743
C -2.687 0.459 0.207
C 1.320 -6.377 -1.910
C -1.297 0.161 -0.297
C -1.212 2.982 4.297
C -0.646 3.958 3.301
C 3.606 4.365 -1.949
C -1.191 -1.085 -1.126
H 2.988 -7.337 -2.626
H -1.807 -1.909 -0.754
H -3.199 -0.450 0.534
H 4.583 4.225 -1.487
H 0.412 3.797 3.099
H 2.683 3.289 -0.338
H 2.445 -4.638 -1.535
H 0.168 -3.473 -1.467
H -3.289 0.925 -0.574
H -1.211 4.451 5.884
H -0.804 5.003 3.581
H -1.754 2.858 6.376
H 3.260 5.377 -1.741
H -0.816 1.974 4.139
H 2.928 2.022 -3.134
H 3.727 4.285 -3.031
H -1.413 -0.918 -2.179
H -0.029 3.153 6.088
H 1.907 -8.272 -1.592
H 3.462 1.347 -1.577
H -2.650 1.126 1.062
H -0.897 1.036 -0.826


49
Properties=species:S:1:pos:R:3 method="wB97M-V/def2-TZVPD" e_tot_ev=-64993.4559 charge=-1 lumo_energy_ev="2.05 / 2.04" homo_energy_ev="-3.54 / -5.31" multiplicity=2 de_lowest_ev=0.2321 s2=0.752
Zr 0.167 0.419 -1.385
S 1.640 -0.774 0.457
S -0.155 1.960 0.728
P 1.400 0.909 1.484
O 1.829 1.232 -2.123
O -0.664 -0.861 -2.910
O -1.701 -4.492 3.056
O -1.273 1.830 -2.527
O -0.260 -3.074 -3.110
O -1.153 -5.735 1.241
O 2.725 1.782 1.503
O 1.282 0.673 3.051
N -1.509 -1.045 -0.492
C 2.995 0.990 -2.860
C -1.521 -3.421 0.969
C -1.983 -1.083 0.759
C -2.017 -2.238 1.508
C -2.318 1.497 -3.473
C -0.622 -2.101 -2.489
C 2.982 2.899 0.629
C 0.852 -1.590 3.892
C -3.545 0.974 -2.766
C -1.453 -4.697 1.850
C -1.079 -3.400 -0.347
C 0.270 -0.240 3.555
C -1.098 -2.203 -1.042
C 2.661 4.199 1.326
H -2.306 -0.132 1.168
H -3.288 0.082 -2.196
H -0.710 -4.304 -0.812
H 3.578 0.183 -2.404
H 3.621 1.889 -2.896
H 2.931 5.038 0.681
H -1.550 2.571 -1.979
H -4.319 0.716 -3.491
H 1.279 -2.064 3.010
H -2.383 -2.253 2.526
H 1.597 4.264 1.550
H 4.044 2.830 0.393
H 2.764 0.693 -3.888
H -0.524 -0.331 2.812
H 3.223 4.286 2.257
H 2.421 2.774 -0.297
H -2.529 2.387 -4.069
H -0.142 0.255 4.433
H -3.964 1.720 -2.085
H -1.880 0.735 -4.109
H 1.624 -1.500 4.658
H 0.060 -2.250 4.254


49
Properties=species:S:1:pos:R:3 method="wB97M-V/def2-TZVPD" e_tot_ev=-64992.2290 charge=-1 lumo_energy_ev="2.34 / 1.84" homo_energy_ev="-3.64 / -5.56" multiplicity=2 de_lowest_ev=1.4590 s2=0.755
Zr -0.525 -0.503 -0.299
S 1.565 -1.049 1.289
S -1.068 1.827 0.796
P 0.496 0.643 1.866
O 4.769 0.302 -5.070
O 0.065 0.536 3.417
O -1.643 -1.272 1.068
O -0.896 -2.030 -1.481
O -1.001 -2.322 -3.692
O 1.675 1.720 2.039
O 3.587 -1.427 -5.950
O -1.470 0.782 -1.985
N 1.099 -0.295 -1.761
C 2.858 -0.466 -3.919
C -3.816 0.139 -1.436
C 2.228 0.425 -1.787
C 1.498 3.133 2.219
C -0.256 -1.647 4.469
C 3.860 -0.543 -5.125
C 0.846 -1.112 -2.809
C -2.777 0.408 -2.515
C -0.909 -0.380 3.946
C 1.692 -1.221 -3.892
C -1.582 -2.664 1.282
C -0.439 -1.897 -2.709
C 0.950 3.495 3.588
C 3.116 0.370 -2.838
H -3.523 -0.712 -0.823
H -3.112 1.216 -3.167
H -0.545 -3.018 1.258
H 0.835 3.511 1.441
H 0.287 -2.145 3.668
H -2.146 -3.198 0.510
H 2.398 1.060 -0.926
H -3.934 1.010 -0.790
H 4.018 0.966 -2.855
H -2.008 -2.923 2.258
H 1.457 -1.884 -4.713
H 0.447 -1.413 5.269
H -0.091 3.185 3.666
H 2.495 3.549 2.075
H 1.523 3.003 4.373
H -1.655 -0.602 3.186
H -1.391 0.161 4.762
H -1.575 1.594 -1.460
H -2.612 -0.475 -3.128
H -4.778 -0.090 -1.897
H 1.010 4.576 3.726
H -1.021 -2.324 4.856


40
Properties=species:S:1:pos:R:3 method="wB97M-V/def2-TZVPD" e_tot_ev=-23063.4688 charge=0 lumo_energy_ev=0.17 homo_energy_ev=-9.04 multiplicity=1 de_lowest_ev=0.2698
O 3.149 3.261 -0.777
O 1.166 -4.353 -0.010
O -0.237 -5.158 -1.657
O -1.942 -3.587 -2.712
C 0.297 -4.183 -0.845
C 1.964 1.232 -0.331
C -0.422 0.294 1.068
C 1.893 1.433 1.179
C 0.906 0.434 1.861
C 0.348 -1.713 -0.372
C 1.005 0.520 -1.004
C -1.385 -2.473 -1.998
C -0.112 -0.231 -0.353
C -1.258 1.623 1.086
C -2.699 1.326 0.755
C 3.174 1.813 -1.053
C -1.278 2.299 2.453
C -0.183 -2.826 -1.112
H -1.175 -1.705 -2.720
H 1.088 0.465 -2.094
H -1.011 -0.190 -0.995
H -2.092 3.035 2.502
H 1.576 2.450 1.376
H -0.916 2.342 0.344
H 3.165 1.658 -2.150
H 0.696 0.772 2.878
H 1.180 -1.947 0.255
H -0.868 -4.744 -2.280
H -0.346 2.828 2.642
H 2.432 3.682 -1.253
H -3.150 0.724 1.502
H 2.910 1.320 1.568
H -0.999 -0.464 1.586
H 1.406 -0.536 1.918
H -1.368 1.575 3.267
H -2.824 -3.302 -3.027
H -3.251 2.248 0.624
H 4.097 1.390 -0.645
H -2.137 -2.073 -1.285
H -2.798 0.763 -0.193


47
Properties=species:S:1:pos:R:3 method="wB97M-V/def2-TZVPD" e_tot_ev=-39360.4151 charge=-1 lumo_energy_ev=2.89 homo_energy_ev=-5.46 multiplicity=1
Al -0.780 0.986 -0.890
O 1.944 -2.117 -2.154
O 0.929 -3.945 -2.673
O 0.034 -0.583 -1.334
O -3.849 -1.005 0.525
O 3.895 2.834 0.499
O -4.839 -0.559 2.440
O 2.339 0.377 3.018
O 0.887 1.726 -0.558
N 2.721 0.942 0.830
C 2.274 -1.268 -1.054
C -2.020 1.901 -2.190
C -4.005 -0.352 -0.756
C 3.012 2.337 1.076
C 1.712 -3.988 -0.501
C 2.242 3.163 2.083
C -4.902 -0.740 1.294
C 1.488 -3.334 -1.847
C 2.903 0.158 2.016
C 1.328 0.752 0.327
C -3.554 1.860 -1.913
C 1.046 -0.650 -0.365
C -4.027 1.174 -0.620
C 3.869 -1.013 1.988
H -4.008 2.852 -1.936
H 2.644 -4.552 -0.474
H 0.681 0.936 1.195
H 2.965 -1.722 -0.349
H 4.041 -1.338 3.008
H 0.910 -4.694 -0.331
H 1.178 3.107 1.849
H -4.913 -0.677 -1.276
H -5.078 1.444 -0.450
H -1.688 2.935 -2.316
H 2.614 4.177 2.046
H 2.355 2.767 3.090
H -1.339 0.714 0.587
H 4.804 -0.648 1.561
H 2.816 -0.425 -1.480
H -4.035 1.314 -2.733
H -1.876 1.422 -3.163
H 1.740 -3.296 0.338
H 0.618 -1.241 0.470
H -3.484 1.522 0.253
H -5.888 -0.715 0.794
H -3.168 -0.671 -1.373
H 3.466 -1.865 1.448


43
Properties=species:S:1:pos:R:3 method="wB97M-V/def2-TZVPD" e_tot_ev=-202742.6919 charge=+2 lumo_energy_ev=-7.57 homo_energy_ev=-14.23 multiplicity=1
As 0.791 0.767 2.029
As -2.211 -0.290 0.734
Ga -1.222 1.827 1.271
S -0.363 1.957 -0.827
N 1.130 3.580 -2.410
N 0.487 1.726 -3.465
C 1.648 -3.121 0.501
C -0.688 -2.725 0.051
C 2.754 0.958 2.213
C 1.748 -1.867 1.102
C 0.629 -1.019 1.190
C -3.000 -1.146 2.328
C -0.089 0.445 -3.800
C 1.628 3.611 -3.688
C -0.614 -1.456 0.654
C 0.434 -3.549 -0.023
C 1.246 2.496 -4.325
C -3.468 -1.234 -0.471
C 0.399 2.395 -2.225
C 0.617 0.127 3.888
H -4.452 -0.722 -0.424
H 3.218 1.029 1.208
H 2.227 4.432 -4.050
H 2.966 1.890 2.775
H 2.708 -1.578 1.488
H 1.299 -0.729 4.070
H 0.361 -4.522 -0.492
H 0.867 0.954 4.585
H 0.097 0.200 -4.850
H -1.605 -3.096 -0.372
H 0.355 -0.322 -3.159
H -3.019 -2.249 2.209
H -0.423 -0.195 4.078
H 2.518 -3.762 0.438
H 3.202 0.117 2.779
H -0.575 3.259 1.624
H -3.626 -2.287 -0.165
H -1.166 0.478 -3.617
H -2.404 -0.893 3.224
H -3.090 -1.192 -1.512
H 1.259 4.285 -1.698
H 1.460 2.191 -5.338
H -4.035 -0.772 2.471


Q: Look up the multiplicity of the sixth one.
A: 1